12
Properties=species:S:1:pos:R:3 method="wB97M-V/def2-TZVPD" relative_energy_ev=2.037 charge=0 homo_energy_ev=-10.04 spin_multiplicity=1 orbital_gap_ha=0.398 fmax_ev_per_a=0.55 energy_ev=-8338.4242
O 2.36721 -0.39845 0.75489
C 1.36392 -0.89883 0.30700
C 0.24941 -0.13980 -0.34911
C -1.23282 -0.42294 -0.04099
O -1.49800 0.97647 0.10107
C -0.09936 1.30400 0.03911
H 1.24287 -2.00329 0.27086
H 0.44770 -0.27686 -1.41818
H -1.79980 -0.87025 -0.86469
H -1.43449 -0.97512 0.88795
H 0.28505 1.62452 1.01651
H 0.10830 2.08055 -0.70442